Record 1
Formula: C12H6ErN2O5
Source: the OMol25 dataset
Level of theory: ωB97M-V with the def2-TZVPD basis set

total charge	+3
gap between HOMO and LUMO (spin up / spin down)	5.1 / 5.2	eV
multiplicity	4

Last column: Mulliken charge in e.
Cartesian coordinates (Å):
O1 5.93185 -2.32215 0.64830  -0.03
C1 4.90402 -1.86236 0.49151  0.14
Er1 1.80295 -0.46610 0.02007  0.93
O2 3.12638 -0.21629 -3.34021  -0.01
C2 2.76128 -0.31451 -2.24821  0.32
C3 1.70763 -0.94835 2.41181  0.37
O3 1.56903 -1.15327 3.53810  -0.01
C4 3.15999 1.52201 0.56070  0.32
O4 3.71542 2.50137 0.81942  -0.01
C5 1.29467 -2.80800 -0.43686  0.37
O5 0.96793 -3.89610 -0.65967  -0.02
N1 -1.27388 2.13364 -1.28473  0.06
C6 0.00106 1.69698 -1.19637  -0.39
N2 0.02250 0.57685 -0.42319  -0.07
C7 -1.27423 0.27965 0.00638  1.32
C8 -1.70250 -0.78461 0.82705  -0.52
C9 -3.08036 -0.80207 1.08355  -0.81
C10 -3.91510 0.19906 0.52808  -0.66
C11 -3.43332 1.24400 -0.28992  -0.66
C12 -2.08878 1.25574 -0.53536  0.31
H1 -1.55132 2.95448 -1.80971  0.28
H2 0.90149 2.12144 -1.64617  0.37
H3 -0.99199 -1.53134 1.22327  0.13
H4 -3.53472 -1.59219 1.71868  0.42
H5 -4.98944 0.16910 0.73794  0.43
H6 -4.03057 2.04301 -0.74446  0.44

Cartesian forces (eV/Å) of the 3 atoms listed first:
O -2.7 1.2 -0.4
C 2.2 -1.0 0.3
Er 0.7 -0.2 0.1

---

Record 2
Formula: C12H6F2N2O2
Source: the OMol25 dataset
Level of theory: ωB97M-V with the def2-TZVPD basis set

gap between HOMO and LUMO	9.2	eV
SMILES	N#Cc1c[nH]cc1-c1cccc2c1OC(F)(F)O2

Last column: Mulliken charge in e.
Cartesian coordinates (Å):
N1 2.41467 2.48808 2.45451  -0.55
C1 1.53376 1.74645 2.45918  -0.04
C2 0.62852 0.67245 2.41968  0.35
C3 0.13406 0.03884 3.58976  -0.62
N2 -0.78341 -0.86899 3.23407  0.00
C4 -0.99037 -0.83494 1.88611  -0.96
C5 -0.11068 0.05285 1.29194  0.53
C6 0.06634 0.38248 -0.16455  0.57
C7 0.60353 1.67793 -0.61767  -0.82
C8 0.79034 1.87658 -2.04361  -0.51
C9 0.41996 0.93807 -2.98568  -0.77
C10 -0.30538 -0.20894 -2.55457  0.42
C11 -0.39473 -0.49127 -1.12786  0.61
O1 -1.05503 -1.67843 -1.02892  -0.49
C12 -0.79787 -2.28091 -2.30891  0.90
F1 -1.85464 -3.00708 -2.48874  -0.25
F2 0.33243 -3.12925 -2.27884  -0.28
O2 -0.71668 -1.28918 -3.37375  -0.39
H1 0.31992 0.37243 4.60759  0.41
H2 -1.23730 -1.49795 3.91076  0.23
H3 -1.76561 -1.41125 1.50958  0.58
H4 0.99487 2.45277 0.05546  0.33
H5 1.11862 2.86357 -2.45165  0.31
H6 0.65468 1.13569 -3.99389  0.45

Cartesian forces (eV/Å) of the 3 atoms listed first:
N -0.3 0.3 0.1
C 1.0 -0.2 -0.4
C -2.4 -2.0 0.6

---

| no. | electronic energy (eV) | M (g mol⁻¹) |
| --- | --- | --- |
| 1 | -53349.7266 | 425.45 |
| 2 | -25050.0037 | 248.19 |